{"formula": "C24H31B3N2O8S2", "method": "ωB97M-V/def2-TZVPD", "elements": ["S", "C", "C", "C", "B", "O", "B", "O", "B", "C", "C", "C", "C", "C", "C", "C", "S", "C", "N", "N", "C", "O", "O", "H", "H", "H", "H", "H", "H", "H", "H", "H", "H", "H", "H", "H", "H", "H", "H", "H", "H", "H", "H", "H", "H", "H", "C", "C", "C", "O", "C", "C", "C", "O", "H", "H", "H", "H", "C", "C", "C", "O", "C", "C", "C", "O", "H", "H", "H", "H"], "positions_angstrom": [[-4.97787, -3.43891, -0.82042], [-4.87800, -1.68716, -1.28237], [-3.45315, -1.21138, -1.55416], [-2.59525, -1.18276, -0.26627], [-1.56928, -0.01152, -0.23693], [-1.97450, 1.31107, -0.01593], [-1.32980, 1.75954, 1.12854], [-0.00099, 1.45613, 1.33523], [0.40128, 0.21340, 0.83997], [1.38066, -0.72378, 1.61594], [0.78185, -2.14042, 1.70351], [1.55506, -3.07809, 2.63167], [1.81938, -4.43979, 1.99831], [2.23621, -5.55247, 2.97725], [3.12653, -5.10904, 4.13114], [3.19715, -6.11907, 5.27915], [1.59525, -6.59212, 5.95671], [1.49627, -5.48154, 7.27942], [2.24414, -4.47472, 7.60658], [1.67714, -3.95320, 8.76960], [0.64423, -4.68041, 9.02574], [0.45885, -5.68405, 8.11570], [-0.19283, -0.19769, -0.35381], [-3.97925, -3.91998, -1.56915], [-5.29377, -1.15590, -0.43128], [-5.51334, -1.49291, -2.14069], [-2.99988, -1.91520, -2.24604], [-3.52145, -0.21986, -1.99522], [-2.12485, -2.14304, -0.08265], [-3.27492, -1.02117, 0.57476], [-1.93425, 2.37010, 1.95029], [1.56620, -0.32401, 2.61066], [2.34733, -0.76225, 1.11057], [-0.23818, -2.03788, 2.07807], [0.70795, -2.53651, 0.69382], [0.98687, -3.22695, 3.54934], [2.50245, -2.63211, 2.92894], [2.52994, -4.35639, 1.17747], [0.88611, -4.75969, 1.53182], [1.34134, -6.06639, 3.31768], [2.80486, -6.28680, 2.40522], [2.82274, -4.16306, 4.56774], [4.14331, -5.01299, 3.75198], [3.75678, -5.65897, 6.08937], [3.73381, -7.02256, 5.00665], [-0.05371, -4.60681, 9.83532], [-0.92363, 4.70348, -2.19392], [-1.94743, 3.90388, -1.90643], [-3.34996, 4.36615, -2.06630], [-4.28616, 3.64132, -1.80833], [-3.56408, 5.75184, -2.55730], [-2.53879, 6.54874, -2.84276], [-1.13823, 6.08619, -2.68357], [-0.20354, 6.81259, -2.94976], [0.10704, 4.38897, -2.08742], [-1.81195, 2.89276, -1.54774], [-4.59402, 6.06631, -2.66786], [-2.67044, 7.56084, -3.20338], [1.50443, 6.32721, -5.70761], [2.69853, 6.67364, -6.18136], [3.29552, 5.97976, -7.34958], [4.38315, 6.29209, -7.78289], [2.50812, 4.88278, -7.97054], [1.31537, 4.53461, -7.49664], [0.72007, 5.23049, -6.32767], [-0.36782, 4.91172, -5.89489], [1.04871, 6.81577, -4.85569], [3.28859, 7.46896, -5.74432], [2.96265, 4.39127, -8.82131], [0.72549, 3.73795, -7.93197]], "lowdin_charge": [0.698, -0.568, -0.256, -0.065, -0.539, 0.222, -0.329, 0.260, -0.514, -0.056, -0.197, -0.212, -0.205, -0.224, -0.262, -0.461, 1.018, -0.705, 0.048, 0.052, -0.178, 0.018, 0.293, -0.150, 0.068, 0.065, 0.102, 0.113, 0.105, 0.121, 0.121, 0.116, 0.122, 0.118, 0.114, 0.118, 0.110, 0.113, 0.109, 0.079, 0.110, 0.094, 0.120, 0.069, 0.078, 0.126, 0.033, 0.038, -0.373, 0.112, 0.024, 0.025, -0.382, 0.082, 0.125, 0.104, 0.122, 0.122, 0.027, 0.025, -0.388, 0.105, 0.019, 0.018, -0.378, 0.101, 0.097, 0.123, 0.121, 0.120], "e_tot_ev": -68454.42749, "total_charge": 0, "homo_lumo_gap_ev": 7.64, "mol_weight_da": 572.09}

---

{"formula": "C24H31BrN6O4RuSSi", "method": "ωB97M-V/def2-TZVPD", "elements": ["Ru", "Br", "C", "C", "C", "C", "C", "N", "C", "O", "O", "H", "H", "H", "C", "Si", "C", "C", "C", "C", "C", "C", "N", "C", "S", "H", "H", "H", "H", "H", "H", "H", "H", "H", "H", "H", "H", "N", "C", "N", "C", "C", "O", "C", "C", "H", "H", "H", "H", "H", "H", "H", "H", "N", "C", "N", "C", "C", "O", "C", "C", "H", "H", "H", "H", "H", "H", "H", "H"], "positions_angstrom": [[-1.17100, 0.08440, -2.26339], [-2.43065, -3.44611, -2.54086], [-2.06512, -2.59099, -4.18688], [-2.08409, -3.33953, -5.35298], [-1.85437, -2.67991, -6.54973], [-1.64626, -1.30833, -6.53341], [-1.63702, -0.65986, -5.30844], [-1.82193, -1.28956, -4.15192], [-1.42707, 0.89004, -5.25056], [-1.32769, 1.46279, -6.31071], [-1.40055, 1.33803, -4.07867], [-2.28039, -4.39823, -5.30780], [-1.84508, -3.23086, -7.47749], [-1.48940, -0.72153, -7.42586], [3.28223, 0.54847, 2.37759], [3.62001, 0.62872, 0.49762], [3.27781, 2.38225, -0.14122], [5.40598, 0.12459, 0.08175], [2.50680, -0.74887, -0.25372], [2.67663, -2.07405, 0.13894], [1.87420, -3.08299, -0.37202], [0.86479, -2.73911, -1.25838], [0.66782, -1.48520, -1.63476], [1.48488, -0.51938, -1.17784], [1.12877, 1.02547, -1.90437], [3.96603, 1.20961, 2.90025], [3.43503, -0.44964, 2.77745], [2.27328, 0.85545, 2.64264], [3.85789, 3.10440, 0.42645], [2.23237, 2.66720, -0.07300], [3.56644, 2.47836, -1.18210], [6.11744, 0.80557, 0.53953], [5.57404, 0.14815, -0.99096], [5.63928, -0.87627, 0.43084], [3.45035, -2.32379, 0.84761], [2.02461, -4.11504, -0.09984], [0.20943, -3.48999, -1.67736], [-2.02435, 1.86138, -1.11098], [-1.57155, 2.47822, -0.24024], [-1.13434, 3.10657, 0.79939], [-0.99533, 2.39649, 2.06030], [-1.51564, 3.30801, 3.17873], [-0.80492, 4.51778, 3.17762], [-1.01495, 5.22861, 1.97997], [-0.52470, 4.42501, 0.76621], [0.06679, 2.18030, 2.23865], [-1.56236, 1.46609, 2.01475], [-1.35477, 2.85394, 4.15841], [-2.59238, 3.48939, 3.03313], [-0.44712, 6.15543, 2.07080], [-2.08271, 5.46738, 1.86134], [0.56613, 4.31748, 0.82408], [-0.79015, 4.92832, -0.16247], [-2.09336, -0.93669, -0.48323], [-1.97226, -1.15111, 0.65235], [-1.83365, -1.36016, 1.91533], [-0.52995, -1.36012, 2.56233], [-0.36272, -2.67749, 3.33315], [-1.42103, -2.85088, 4.23922], [-2.66122, -2.93981, 3.58134], [-2.95949, -1.65730, 2.79129], [-0.49056, -0.53054, 3.27879], [0.25406, -1.23884, 1.81290], [0.55136, -2.65903, 3.92863], [-0.31830, -3.52022, 2.62524], [-3.40725, -3.08002, 4.36491], [-2.67628, -3.80829, 2.90617], [-3.08872, -0.82329, 3.49135], [-3.86379, -1.77088, 2.19414]], "lowdin_charge": [1.114, 0.800, -0.715, -0.091, -0.017, 0.026, -0.162, 0.005, -0.621, 0.095, -0.136, 0.106, 0.121, 0.128, -0.164, 0.583, -0.218, -0.162, -0.250, -0.079, -0.049, -0.151, -0.041, -0.730, 0.745, 0.032, 0.024, 0.005, 0.039, -0.034, 0.025, 0.033, 0.036, 0.026, 0.109, 0.110, 0.057, 0.109, -0.249, -0.071, -0.094, -0.178, -0.111, -0.170, -0.084, 0.129, 0.117, 0.135, 0.138, 0.138, 0.136, 0.129, 0.144, 0.074, -0.234, -0.086, -0.095, -0.175, -0.112, -0.173, -0.086, 0.130, 0.121, 0.137, 0.134, 0.138, 0.135, 0.136, 0.140], "relative_energy_kcal_mol": 0.0, "e_tot_ev": -133851.73830, "spin_multiplicity": 2, "total_charge": 1, "homo_lumo_gap_ev": [6.60, 7.11], "mol_weight_da": 708.68}

---

{"formula": "C24H31Cl2F16KN3O11PSV", "method": "ωB97M-V/def2-TZVPD", "elements": ["C", "O", "C", "C", "C", "C", "C", "C", "C", "C", "F", "F", "F", "N", "C", "C", "C", "N", "O", "C", "C", "C", "C", "F", "F", "C", "F", "F", "C", "F", "F", "C", "F", "F", "C", "F", "F", "C", "F", "F", "F", "N", "P", "O", "O", "S", "H", "H", "H", "H", "H", "H", "H", "H", "H", "H", "H", "H", "H", "H", "H", "H", "H", "H", "H", "H", "H", "H", "H", "H", "H", "O", "Cl", "O", "O", "O", "Cl", "O", "V", "O", "K", "C", "C", "O", "C", "H", "H", "H", "H", "H", "H"], "positions_angstrom": [[-3.45806, 4.51877, -0.51892], [-4.42207, 3.78949, -1.31676], [-3.82001, 2.57420, -1.87104], [-3.77767, 1.39945, -0.74251], [-4.58200, 0.08278, -1.26674], [-3.67595, -1.27753, -1.33237], [-2.20589, -1.06191, -2.09395], [-1.02516, -1.10100, -1.01757], [-0.87719, -2.40558, -0.15189], [-1.70302, -3.75557, -0.19246], [-2.33155, -4.00947, -1.46548], [-0.90008, -4.93169, 0.04078], [-2.70472, -3.77489, 0.81139], [0.26597, -2.00667, 0.71280], [0.75721, -2.99539, 1.72084], [1.95731, -3.89821, 1.10448], [3.36584, -3.33764, 1.65682], [4.46666, -3.05655, 0.69089], [3.61416, -3.12445, 2.89053], [0.77637, -0.67592, 0.43816], [1.98186, -0.01502, 1.24868], [1.74091, 0.03826, 2.86182], [2.37592, 1.35217, 3.53740], [2.67938, 0.96303, 4.90165], [3.63185, 1.55939, 2.90427], [1.39412, 2.62001, 3.60518], [0.95068, 2.70080, 4.98116], [0.21913, 2.29308, 2.86039], [2.03632, 4.04720, 3.27896], [1.13481, 5.02888, 3.84584], [3.23102, 4.15757, 4.04501], [2.17163, 4.42856, 1.73516], [2.99058, 3.56314, 0.95699], [0.86948, 4.41451, 1.09594], [2.72232, 5.93533, 1.45122], [1.62492, 6.85194, 1.65855], [3.83845, 6.29727, 2.24232], [3.16672, 6.15597, -0.09132], [3.33837, 7.58098, -0.23299], [4.46449, 5.61220, -0.37757], [2.17320, 5.78689, -1.03941], [-0.00023, -0.08783, -0.67441], [0.21053, 1.49350, -1.46060], [1.81377, 2.10990, -1.26873], [-0.79271, 2.69659, -0.73750], [-0.04320, 1.40490, -3.41074], [-3.00867, 3.84418, 0.31310], [-3.87520, 5.44946, -0.00457], [-2.55287, 4.82116, -1.18160], [-2.79541, 2.79683, -2.36142], [-4.52848, 2.28643, -2.76982], [-2.73186, 1.08972, -0.39912], [-4.33570, 1.78021, 0.18587], [-5.43290, -0.12729, -0.50639], [-5.13959, 0.25212, -2.29229], [-3.57972, -1.80113, -0.32210], [-4.25886, -2.02797, -2.03731], [-2.30960, -0.06527, -2.67772], [-2.00591, -1.90490, -2.89022], [-0.13078, -3.67357, 2.03354], [1.15794, -2.54307, 2.69018], [1.94007, -3.84380, -0.04140], [1.81830, -4.95934, 1.51794], [4.13865, -3.37416, -0.24078], [4.62888, -2.03288, 0.61189], [2.23780, 1.05308, 0.93377], [2.93286, -0.64576, 1.03287], [2.36043, -0.84974, 3.28364], [0.65855, -0.17295, 3.16956], [2.37580, 1.58648, -1.90586], [-0.34703, 3.55374, -1.00372], [-6.02580, -4.81274, 4.46809], [-5.06041, -4.50804, 3.43715], [-5.65667, -3.61465, 2.46427], [-4.64906, -5.72997, 2.78020], [-3.90342, -3.86829, 4.03196], [2.05689, 4.64767, -2.89699], [5.68843, -0.60028, 1.24877], [6.73653, -0.43638, 2.63033], [7.77142, -0.26785, 4.01086], [-3.83854, -0.08605, -3.69054], [-0.70422, -4.65165, -5.92117], [-0.28942, -3.58518, -4.94491], [-0.84440, -2.49706, -4.91921], [0.83640, -3.91019, -4.00021], [-1.52496, -4.27866, -6.53796], [0.13486, -4.90621, -6.57206], [-1.04655, -5.53703, -5.38098], [1.74376, -4.13174, -4.56582], [0.56204, -4.76282, -3.37484], [1.02751, -3.04877, -3.35459]], "lowdin_charge": [-0.107, -0.211, -0.212, -0.122, -0.244, -0.185, -0.232, -0.040, 0.086, -0.309, 0.075, 0.071, 0.103, 0.024, -0.089, -0.049, -0.388, 0.094, 0.005, -0.032, -0.047, -0.049, -0.268, 0.049, 0.046, -0.178, 0.083, 0.071, -0.180, 0.091, 0.115, -0.162, 0.079, 0.059, -0.178, 0.084, 0.115, -0.280, 0.089, 0.091, -0.182, -0.056, 0.415, -0.313, -0.245, 0.373, 0.094, 0.113, 0.100, 0.107, 0.114, 0.093, 0.140, 0.148, 0.037, 0.125, 0.129, -0.039, 0.117, 0.159, 0.126, 0.118, 0.147, 0.078, 0.013, 0.104, 0.117, 0.125, 0.148, 0.087, 0.078, -0.312, 0.632, -0.383, -0.351, -0.354, 0.177, -0.584, 1.243, -0.505, 0.950, -0.010, -0.486, 0.026, -0.016, 0.088, 0.096, 0.095, 0.095, 0.090, 0.071], "e_tot_ev": -183011.86430, "total_charge": 1, "homo_lumo_gap_ev": 1.13, "mol_weight_da": 1065.48}

---

Number 3 is which compound?
C24H31Cl2F16KN3O11PSV